(1)
{
  "formula": "C52H124N4O12",
  "method": "wB97M-V/def2-TZVPD",
  "smiles": "CC1(C)CCCC(C)(C)N1O.CC1(C)CCCC(C)(C)N1O.CC1(C)CCCC(C)(C)N1O.CC1(C)CCCC(C)(C)N1O.CCO.CCO.CCO.CCO.CCO.CCO.CCO.CCO",
  "relative_energy_kcal_mol": 97.0,
  "largest_force_ev_per_a": 5.05,
  "orbital_gap_ev": 8.38,
  "elements": ["C", "C", "C", "C", "C", "C", "N", "O", "C", "C", "C", "H", "H", "H", "H", "H", "H", "H", "H", "H", "H", "H", "H", "H", "H", "H", "H", "H", "H", "H", "C", "C", "C", "C", "C", "C", "N", "O", "C", "C", "C", "H", "H", "H", "H", "H", "H", "H", "H", "H", "H", "H", "H", "H", "H", "H", "H", "H", "H", "H", "C", "C", "C", "C", "C", "C", "N", "O", "C", "C", "C", "H", "H", "H", "H", "H", "H", "H", "H", "H", "H", "H", "H", "H", "H", "H", "H", "H", "H", "H", "C", "C", "C", "C", "C", "C", "N", "O", "C", "C", "C", "H", "H", "H", "H", "H", "H", "H", "H", "H", "H", "H", "H", "H", "H", "H", "H", "H", "H", "H", "C", "C", "O", "H", "H", "H", "H", "H", "H", "C", "C", "O", "H", "H", "H", "H", "H", "H", "C", "C", "O", "H", "H", "H", "H", "H", "H", "C", "C", "O", "H", "H", "H", "H", "H", "H", "C", "C", "O", "H", "H", "H", "H", "H", "H", "C", "C", "O", "H", "H", "H", "H", "H", "H", "C", "C", "O", "H", "H", "H", "H", "H", "H", "C", "C", "O", "H", "H", "H", "H", "H", "H"],
  "xyz": [[5.53, 4.12, -20.14], [6.88, 3.58, -20.57], [7.68, 3.00, -19.31], [6.99, 1.71, -18.73], [6.95, 0.74, -19.92], [6.18, 1.23, -21.19], [6.78, 2.50, -21.59], [6.39, 2.92, -22.88], [6.51, 0.14, -22.28], [4.68, 1.18, -21.02], [7.70, 4.78, -20.99], [5.13, 3.53, -19.31], [4.71, 4.13, -20.86], [5.54, 5.16, -19.82], [8.67, 2.78, -19.70], [7.90, 3.74, -18.54], [6.01, 1.93, -18.30], [7.56, 1.32, -17.89], [6.81, -0.27, -19.53], [7.98, 0.63, -20.25], [7.58, 0.12, -22.48], [6.25, -0.87, -21.95], [5.99, 0.29, -23.22], [4.29, 1.53, -20.06], [4.15, 1.84, -21.71], [4.26, 0.20, -21.24], [7.79, 5.51, -20.19], [7.16, 5.30, -21.78], [8.69, 4.48, -21.35], [5.62, 3.43, -22.64], [0.98, -9.51, -14.29], [1.54, -8.04, -14.12], [1.29, -7.23, -15.46], [-0.19, -6.78, -15.61], [-0.70, -6.10, -14.37], [-0.41, -6.82, -13.00], [1.01, -7.30, -13.00], [1.41, -7.88, -11.82], [-0.51, -5.71, -12.03], [-1.53, -7.88, -12.76], [3.10, -8.08, -14.07], [-0.07, -9.59, -14.00], [1.47, -10.24, -13.65], [1.04, -9.92, -15.30], [1.89, -6.32, -15.51], [1.61, -7.86, -16.29], [-0.76, -7.71, -15.76], [-0.29, -6.12, -16.47], [-1.74, -6.04, -14.70], [-0.44, -5.04, -14.40], [-0.25, -6.02, -11.02], [0.03, -4.79, -12.22], [-1.55, -5.40, -11.98], [-2.41, -7.31, -12.49], [-1.71, -8.45, -13.68], [-1.29, -8.59, -11.97], [3.52, -7.08, -13.96], [3.41, -8.50, -15.03], [3.50, -8.74, -13.29], [1.78, -7.16, -11.31], [4.59, -3.77, -17.95], [3.70, -2.59, -17.60], [2.29, -2.94, -18.06], [1.45, -3.71, -17.01], [1.48, -3.04, -15.63], [2.93, -2.74, -15.19], [3.76, -2.12, -16.21], [4.99, -1.84, -15.80], [2.77, -1.77, -13.96], [3.54, -4.10, -14.67], [4.18, -1.38, -18.58], [4.42, -4.66, -17.34], [5.63, -3.49, -17.82], [4.43, -4.10, -18.98], [1.69, -2.07, -18.33], [2.34, -3.49, -18.99], [1.65, -4.79, -17.03], [0.41, -3.69, -17.33], [1.01, -3.69, -14.89], [0.79, -2.21, -15.53], [2.06, -2.18, -13.25], [3.65, -1.56, -13.36], [2.34, -0.81, -14.25], [4.55, -4.03, -14.27], [2.86, -4.35, -13.86], [3.43, -4.89, -15.42], [5.21, -1.04, -18.42], [3.57, -0.49, -18.48], [4.24, -1.69, -19.63], [5.43, -2.69, -15.85], [-1.18, 3.58, -10.58], [0.27, 3.09, -10.54], [0.17, 1.57, -10.04], [1.40, 0.73, -10.15], [1.99, 0.85, -11.59], [2.01, 2.26, -12.20], [0.72, 2.99, -11.93], [0.61, 4.22, -12.58], [3.32, 3.06, -11.80], [2.07, 2.00, -13.74], [1.09, 3.98, -9.68], [-1.33, 4.65, -10.74], [-1.76, 3.47, -9.66], [-1.74, 3.11, -11.39], [-0.18, 1.52, -9.01], [-0.64, 1.12, -10.61], [1.25, -0.31, -9.89], [2.11, 1.03, -9.38], [1.49, 0.20, -12.31], [3.00, 0.46, -11.50], [4.22, 2.60, -12.22], [3.26, 4.05, -12.26], [3.51, 3.26, -10.75], [2.94, 1.44, -14.09], [1.15, 1.56, -14.12], [2.27, 2.94, -14.25], [1.15, 5.01, -10.04], [2.09, 3.58, -9.56], [0.65, 4.00, -8.68], [-0.11, 4.11, -13.21], [6.18, -2.86, -11.98], [6.31, -1.45, -12.42], [7.50, -0.81, -12.02], [6.59, -2.93, -10.97], [6.71, -3.52, -12.66], [5.20, -3.33, -11.97], [5.43, -0.88, -12.11], [6.16, -1.27, -13.48], [7.38, -0.50, -11.12], [3.08, -2.31, -22.22], [3.24, -1.94, -23.68], [1.96, -1.77, -24.31], [3.89, -1.98, -21.57], [2.82, -3.36, -22.09], [2.24, -1.79, -21.76], [3.91, -2.58, -24.25], [3.69, -0.95, -23.71], [1.65, -0.93, -23.98], [8.42, -2.16, -17.16], [8.27, -3.65, -16.66], [7.12, -3.84, -15.85], [7.70, -1.91, -17.95], [9.36, -1.96, -17.67], [8.36, -1.32, -16.47], [9.14, -3.67, -16.01], [8.63, -4.44, -17.33], [7.46, -4.36, -15.12], [6.36, -7.04, -14.47], [7.86, -6.97, -14.68], [8.23, -5.64, -14.28], [5.86, -6.28, -15.08], [5.99, -6.89, -13.46], [5.95, -7.97, -14.85], [8.17, -7.16, -15.71], [8.42, -7.52, -13.93], [9.17, -5.68, -14.10], [5.86, 2.66, -15.36], [5.62, 1.14, -15.49], [4.74, 0.86, -16.57], [6.60, 2.91, -14.60], [4.91, 3.07, -15.02], [6.15, 3.15, -16.29], [5.21, 0.67, -14.59], [6.57, 0.61, -15.57], [4.78, -0.08, -16.74], [7.61, -4.08, -22.68], [6.75, -4.11, -21.39], [6.98, -2.94, -20.63], [7.29, -3.28, -23.35], [7.49, -5.02, -23.21], [8.68, -3.89, -22.56], [7.10, -4.94, -20.77], [5.67, -4.04, -21.52], [7.90, -2.79, -20.40], [1.24, 0.94, -17.99], [2.00, 2.31, -18.25], [2.74, 2.66, -17.10], [0.86, 0.58, -18.95], [0.43, 1.12, -17.29], [1.83, 0.15, -17.53], [1.30, 3.09, -18.56], [2.66, 2.09, -19.09], [3.39, 1.96, -16.97], [-1.75, -1.22, -19.60], [-0.88, -1.89, -20.68], [-1.71, -2.51, -21.68], [-2.12, -0.31, -20.07], [-1.04, -0.90, -18.84], [-2.56, -1.83, -19.19], [-0.28, -2.68, -20.23], [-0.23, -1.10, -21.05], [-1.27, -3.26, -22.08]],
  "mulliken_charge": [-1.094, 1.835, -1.896, 0.912, -0.645, 2.437, 0.186, -0.503, -1.978, -0.450, -2.058, 0.032, 0.177, 0.411, 0.454, 0.365, -1.031, 0.570, -1.113, 0.834, 0.492, 0.216, 0.367, -0.541, 0.616, -0.572, 0.416, 0.398, 0.444, 0.453, -1.689, 1.187, 0.005, -0.963, -1.031, 1.795, 0.925, -0.584, -2.128, -1.940, -1.684, 0.289, 0.389, 0.321, -1.142, 0.699, 0.426, 0.576, 0.310, 0.395, 0.528, 0.254, 0.422, 0.430, 0.418, 0.383, 0.022, 0.457, 0.559, 0.344, -1.960, 2.718, -1.110, -0.681, -0.462, 1.925, 0.555, 1.519, -2.717, -0.995, -0.790, 0.113, 0.072, 0.409, 0.055, 0.678, -0.147, 0.680, -0.539, 0.653, 0.817, -0.438, 0.527, -0.214, 0.579, -0.139, -0.031, -0.157, -0.538, -0.708, -2.055, 1.742, -1.276, -1.103, -0.045, 1.713, 0.344, -0.492, -1.582, -1.999, -1.718, 0.408, 0.398, 0.442, 0.522, 0.395, 0.494, 0.347, 0.443, -0.438, 0.299, 0.493, 0.301, -0.401, 0.615, 0.757, 0.318, 0.280, 0.430, 0.341, -0.809, 1.410, -0.577, 0.419, -0.070, 0.211, -0.504, -0.428, 0.377, 0.582, -0.647, -0.565, -0.834, 0.530, -0.121, 0.340, 0.259, 0.340, -0.804, -0.467, -0.247, -0.230, 0.627, 0.274, 0.394, 0.320, 0.095, -0.485, -0.449, -0.468, -0.120, 0.353, 0.357, 0.246, 0.414, 0.252, -1.268, 0.505, 1.872, 0.411, 0.174, 0.081, 0.020, 0.077, -1.066, -1.379, -0.101, -0.093, 0.290, 0.406, 0.361, 0.316, 0.121, 0.139, -0.477, 0.410, -0.543, 0.282, 0.418, -0.342, 0.485, -0.440, -0.030, -1.037, 0.386, -0.589, 0.351, 0.157, 0.355, 0.015, 0.090, 0.316]
}

***

(2)
{
  "formula": "C4H3N3",
  "method": "wB97M-V/def2-TZVPD",
  "smiles": "[H]/N=C(\\C#N)N=C=C",
  "relative_energy_kcal_mol": 72.4,
  "largest_force_ev_per_a": 1.76,
  "orbital_gap_ev": 9.16,
  "elements": ["N", "C", "C", "N", "C", "C", "N", "H", "H", "H"],
  "xyz": [[3.38, -0.97, 0.20], [2.32, -0.51, 0.08], [1.00, 0.07, -0.06], [0.02, -0.88, -0.24], [-1.11, -0.36, -0.20], [-2.38, -0.14, -0.03], [0.75, 1.32, -0.14], [-2.56, -1.10, 0.41], [-3.03, 0.71, 0.06], [1.61, 1.86, -0.07]],
  "nbo_charge": [-0.252, 0.211, 0.311, -0.530, 0.604, -0.654, -0.621, 0.285, 0.287, 0.359]
}

***

(3)
{
  "formula": "C12H7N2O6SSc",
  "method": "wB97M-V/def2-TZVPD",
  "relative_energy_kcal_mol": 0.0,
  "largest_force_ev_per_a": 0.75,
  "orbital_gap_ev": 7.81,
  "elements": ["Sc", "O", "C", "O", "C", "C", "N", "N", "C", "C", "O", "O", "H", "H", "H", "O", "C", "O", "C", "C", "C", "C", "C", "C", "S", "H", "H", "H", "H"],
  "xyz": [[0.76, 0.05, 0.22], [2.83, -4.16, -3.46], [1.58, -4.47, -3.13], [1.04, -5.49, -3.48], [0.86, -3.52, -2.23], [-0.44, -3.76, -1.81], [-0.79, -2.75, -1.01], [0.20, -1.85, -0.88], [1.21, -2.32, -1.61], [2.46, -1.51, -1.63], [3.40, -1.83, -2.33], [2.39, -0.49, -0.83], [3.10, -3.32, -3.04], [-1.11, -4.57, -2.04], [-1.66, -2.60, -0.53], [-0.90, -0.02, 1.57], [-0.23, 0.93, 2.08], [1.04, 0.77, 2.13], [-0.83, 2.29, 2.15], [-1.34, 2.87, 3.30], [-1.91, 4.13, 3.21], [-1.93, 4.79, 1.99], [-1.39, 4.20, 0.85], [-0.83, 2.93, 0.91], [-0.11, 2.21, -0.58], [-1.32, 2.35, 4.25], [-2.32, 4.60, 4.09], [-2.37, 5.77, 1.92], [-1.41, 4.74, -0.08]],
  "nbo_charge": [1.684, -0.661, 0.780, -0.571, -0.246, 0.058, -0.287, -0.361, 0.073, 0.788, -0.589, -0.774, 0.507, 0.258, 0.435, -0.684, 0.754, -0.680, -0.111, -0.206, -0.217, -0.194, -0.209, -0.127, -0.303, 0.221, 0.218, 0.218, 0.225]
}

***

(4)
{
  "formula": "C8H6BrIN2OS",
  "method": "wB97M-V/def2-TZVPD",
  "smiles": "CS[C@@](Br)(C#CI)Oc1ncccn1",
  "relative_energy_kcal_mol": 0.0,
  "largest_force_ev_per_a": 3.46,
  "orbital_gap_ev": 9.01,
  "elements": ["C", "C", "C", "C", "C", "C", "C", "C", "N", "N", "O", "S", "Br", "I", "H", "H", "H", "H", "H", "H"],
  "xyz": [[0.07, -2.61, 2.17], [-0.30, -2.83, 3.30], [-1.51, 2.16, 1.53], [-0.63, 1.30, 2.20], [-1.86, 1.75, 0.25], [-1.07, -0.33, 0.69], [1.35, -1.90, -1.75], [0.17, -2.66, 0.74], [-0.57, 0.03, 1.86], [-1.57, 0.52, -0.22], [-1.14, -1.62, 0.34], [1.70, -1.98, -0.02], [-0.45, -4.24, -0.25], [-0.25, -2.52, 5.28], [-1.63, 3.27, 1.72], [-0.02, 1.61, 3.03], [-2.18, 2.48, -0.45], [1.40, -2.87, -2.18], [2.29, -1.42, -2.23], [0.27, -1.45, -2.01]],
  "nbo_charge": [-0.114, -0.163, -0.339, 0.105, 0.082, 0.665, -0.795, -0.016, -0.505, -0.473, -0.545, 0.317, 0.109, 0.304, 0.227, 0.198, 0.197, 0.224, 0.253, 0.269]
}